C23H26Cl2F6O21 | ωB97M-V with the def2-TZVPD basis set

Geometry as XYZ:
```
78
Properties=species:S:1:pos:R:3:forces:R:3:mulliken_charge:R:1
O 1.056 -1.918 8.779 -0.8616 0.4159 -0.5894 -0.565
C 0.519 -1.473 7.795 2.4264 -2.1824 3.0981 0.661
O 0.448 -2.106 6.666 0.0256 -1.8072 -2.5481 -0.297
C 0.269 -1.150 5.629 1.4609 1.2198 -0.1068 -0.477
C -0.471 -0.085 6.408 1.5509 -0.4748 -1.7347 0.285
F -1.732 -0.458 6.282 -2.6741 0.3228 0.8966 -0.283
O 0.041 -0.270 7.703 -1.7068 3.0885 -0.2233 -0.306
H 1.229 -0.709 5.362 0.4717 -0.3087 0.0112 0.292
H -0.151 -1.495 4.685 -0.5399 -0.3529 0.6544 0.329
H -0.314 0.926 6.030 -0.1344 0.1022 0.5167 0.359
O 4.159 -4.769 -6.195 -2.5355 -3.3943 1.0469 -0.543
C 3.163 -5.473 -5.989 3.1529 1.5904 -0.6541 0.636
O 1.962 -4.978 -6.253 -1.5656 -0.8967 0.9079 -0.263
C 1.010 -5.821 -5.563 -0.8105 -0.1085 -0.7888 -0.393
C 1.659 -7.181 -5.532 2.2391 0.4235 0.4351 0.291
F 1.534 -7.967 -6.628 -0.7210 0.1732 -0.1457 -0.267
O 3.060 -6.806 -5.495 -0.1111 1.9116 -0.4118 -0.326
H 0.835 -5.482 -4.542 0.2486 0.1766 -0.0042 0.298
H 0.047 -5.834 -6.074 0.2095 0.1639 -0.2163 0.303
H 1.460 -7.768 -4.635 -0.1137 -0.0354 -0.1635 0.264
O 0.944 1.410 -7.057 -3.4229 -0.6294 -4.5818 -0.582
C 0.206 1.169 -8.062 4.9449 1.7494 4.5044 0.637
O 0.182 1.850 -9.226 0.2223 1.3407 0.9149 -0.290
C -0.937 1.399 -9.919 -1.2232 -1.1511 -1.4352 -0.450
C -0.971 -0.047 -9.449 -0.0391 0.4566 -1.3246 0.262
F 0.005 -0.790 -10.111 -1.0856 0.1209 0.3703 -0.286
O -0.569 0.114 -8.141 -0.8429 -1.5324 0.8327 -0.255
H -1.911 1.820 -9.672 0.1713 0.6054 0.8770 0.292
H -0.910 1.579 -10.993 0.8459 -0.3555 0.0464 0.344
H -1.975 -0.472 -9.472 0.4195 -0.6071 -0.1894 0.327
O 2.045 -7.803 4.138 1.4749 0.5221 -0.2513 -0.543
C 2.865 -7.324 3.395 -2.6170 -0.6551 1.0884 0.694
O 2.730 -7.404 2.086 -0.3730 1.1017 -1.1246 -0.340
C 3.836 -6.741 1.446 0.6490 -1.9193 0.2558 -0.444
C 4.633 -6.084 2.612 -1.4053 -2.1397 -0.7120 0.401
F 4.514 -4.772 2.619 0.1360 1.5293 0.0048 -0.261
O 3.933 -6.604 3.732 1.2954 0.3679 0.6981 -0.310
H 4.323 -7.662 1.124 1.0374 0.6177 -0.6365 0.270
H 3.563 -6.147 0.574 -0.1986 0.2619 0.5022 0.295
H 5.673 -6.407 2.643 0.0043 0.3183 0.1655 0.240
O 0.598 7.421 -0.678 -0.8760 -0.4504 -0.0348 -0.513
C -0.363 7.323 0.020 1.4466 -0.8729 -0.5454 0.690
O -1.256 6.312 0.096 0.7929 -1.3206 -2.0479 -0.311
C -2.016 6.440 1.243 -1.1471 1.1206 1.2139 -0.379
C -1.948 7.974 1.366 -2.3082 -1.5598 0.0709 0.253
F -2.240 8.459 2.585 0.5963 0.1300 0.3413 -0.276
O -0.678 8.196 0.951 1.4899 2.8123 1.1072 -0.291
H -3.047 6.111 1.120 0.2194 -0.2066 -0.2671 0.271
H -1.547 5.925 2.082 0.0304 0.0693 0.1389 0.284
H -2.639 8.420 0.650 -0.2242 0.2692 0.0233 0.271
O -5.299 -2.349 -4.017 -1.0576 0.4600 1.4252 -0.566
C -6.356 -2.073 -3.497 2.3066 -0.1163 -2.0036 0.715
O -6.617 -1.415 -2.406 0.5827 1.3065 2.7680 -0.299
C -7.987 -1.597 -2.074 -1.2622 -0.4736 -0.3860 -0.466
C -8.642 -1.725 -3.460 2.0473 -0.0580 1.9319 0.248
F -8.952 -0.463 -3.928 0.3242 -1.2150 -0.4288 -0.272
O -7.494 -2.352 -4.081 -3.8727 -0.4510 -2.6808 -0.332
H -8.103 -2.565 -1.588 0.0785 -0.0263 0.2211 0.312
H -8.472 -0.842 -1.455 0.7901 0.3367 -0.1183 0.332
H -9.501 -2.394 -3.433 0.0739 0.2368 -0.7338 0.327
C 2.612 6.882 7.505 0.4751 -1.0096 -0.4798 -1.330
C 3.600 6.129 6.566 0.2369 1.0639 0.4998 0.417
C 4.012 4.722 6.938 -0.9285 0.9768 0.4432 -0.380
O 3.905 4.018 5.663 1.1274 -1.5730 1.7843 -0.345
C 3.185 4.708 4.766 -1.2829 -1.2593 -0.6036 0.680
O 2.649 4.212 3.770 1.8448 2.0282 2.7772 -0.574
O 3.106 5.943 5.265 -1.7993 1.7061 -2.1634 -0.356
H 2.629 7.959 7.334 -0.0921 -0.1642 -0.1577 0.338
H 2.943 6.699 8.527 0.0715 0.0719 0.1086 0.379
H 1.602 6.480 7.422 -0.0203 0.0838 -0.1203 0.334
H 4.481 6.769 6.518 0.1380 0.0147 -0.3816 0.207
H 3.330 4.417 7.732 -0.5196 -1.0753 -0.5829 0.288
H 4.943 4.804 7.499 0.7106 -0.8828 -1.1084 0.341
Cl 0.616 -1.094 -1.122 -0.5116 0.2195 -0.0172 -0.140
C -0.463 0.316 -1.260 -0.0254 0.4075 0.0950 -0.216
Cl -1.658 0.486 0.050 0.2086 -0.2406 0.1351 -0.159
H 0.180 1.195 -1.208 -0.2106 -0.1714 -0.1889 0.256
H -1.075 0.285 -2.162 0.5421 -0.2165 -0.0197 0.260
```
Forces are in eV/Å.

Kohn-Sham gap (Ha): 0.40250
Energy relative to the best compared isomer or geometry (same formula, charge and spin) (kcal per mole): 78.6
Lowest unoccupied orbital energy (eV): 0.111